Entry one
# C17H15N3O3

An isolated molecule of C17H15N3O3 (the ωB97M-V functional and the def2-TZVPD basis, the OMol25 dataset).

Kohn-Sham gap ... 8.728 eV
LUMO level ... -0.1 eV

ORCA input file:
```
! RIJCOSX wB97M-V def2-TZVPD def2/J DEFGRID3
* xyz 0 1
C 2.719 5.390 1.576
C 2.609 3.923 1.306
C 3.610 3.036 1.704
C 3.476 1.689 1.447
C 2.324 1.247 0.783
N 2.185 -0.110 0.536
C 1.150 -0.863 0.048
O 1.199 -2.069 0.143
C -0.025 -0.138 -0.598
C 0.361 0.465 -1.947
N -1.109 -1.092 -0.722
C -2.094 -1.176 0.253
O -2.231 -0.393 1.161
C -2.891 -2.378 -0.083
C -4.005 -2.921 0.521
C -4.529 -4.090 -0.023
C -3.952 -4.684 -1.134
C -2.830 -4.133 -1.745
C -2.310 -2.976 -1.203
C -1.139 -2.159 -1.616
O -0.394 -2.335 -2.543
N 1.374 2.084 0.397
C 1.515 3.373 0.656
H 2.725 5.576 2.650
H 3.647 5.784 1.165
H 1.884 5.927 1.136
H 4.488 3.407 2.213
H 4.237 0.986 1.750
H 2.934 -0.684 0.910
H -0.367 0.653 0.080
H -0.523 0.883 -2.422
H 1.083 1.260 -1.790
H 0.783 -0.296 -2.597
H -4.448 -2.453 1.387
H -5.399 -4.542 0.430
H -4.380 -5.593 -1.532
H -2.374 -4.590 -2.609
H 0.698 3.994 0.314
*
```

Entry two
# C17H15N3O3

An isolated molecule of C17H15N3O3 (the ωB97M-V functional and the def2-TZVPD basis, the OMol25 dataset).

Kohn-Sham gap ... 7.386 eV
LUMO level ... 0.5 eV

ORCA input file:
```
! RIJCOSX wB97M-V def2-TZVPD def2/J DEFGRID3
* xyz 0 1
C -6.979 -1.971 -0.072
C -5.492 -1.549 0.289
O -4.864 -2.022 1.129
N -5.151 -0.474 -0.414
C -3.970 0.073 -0.411
C -3.016 -0.265 0.614
C -1.875 0.421 0.817
C -1.649 1.738 -0.202
O -0.506 2.357 -0.158
C 0.562 2.311 0.837
C 1.389 1.098 0.160
N 0.986 0.040 -0.269
N 2.210 -0.799 -0.575
C 3.123 -0.053 0.009
C 4.655 -0.283 -0.119
C 5.472 0.440 0.715
C 6.780 -0.006 0.513
C 7.090 -1.075 0.120
C 6.256 -1.835 -0.629
C 4.873 -1.516 -0.525
O 2.764 1.100 0.603
C -2.714 2.169 -1.006
C -3.789 1.373 -1.011
H -7.282 -2.653 0.437
H -7.723 -1.171 -0.144
H -7.027 -2.183 -0.954
H -5.871 -0.113 -1.066
H -3.098 -1.211 1.111
H -0.965 0.210 1.298
H 1.165 3.239 0.807
H 0.159 1.951 1.688
H 5.117 1.266 1.205
H 7.601 0.766 1.078
H 8.255 -1.659 -0.029
H 6.647 -2.837 -1.192
H 4.179 -1.984 -1.438
H -2.630 3.147 -1.581
H -4.679 1.960 -1.634
*
```

Which of them is least stable? Easy: entry two.